[1]
ORCA calculation (ωB97M-V with the def2-TZVPD basis set) on a molecular structure, C24H32Cl2MnN3O3 at a distorted geometry.

```
65
Properties=species:S:1:pos:R:3:forces:R:3:mulliken_spin:R:1
O -2.4708 2.3528 -2.8892 -1.3 2.0 -0.8 -0.004
C -2.8838 3.4240 -3.3051 0.2 -1.7 -0.2 0.000
C -3.1439 3.5706 -4.7685 -0.1 -0.3 -0.5 0.001
C -3.1443 2.4097 -5.5648 0.2 0.2 -0.2 0.000
H -3.1049 1.4280 -5.0917 0.1 0.4 0.0 0.000
C -3.1594 2.5159 -6.9533 -0.1 0.3 0.2 0.000
H -3.1251 1.6011 -7.5551 0.0 0.5 0.1 0.000
C -3.2107 3.7888 -7.5459 -0.1 0.0 0.4 0.000
H -3.1935 3.8681 -8.6316 0.0 0.1 0.2 0.000
C -3.3173 4.9422 -6.7466 0.0 -0.4 -0.3 0.000
H -3.3990 5.9254 -7.2095 0.0 -0.3 0.1 0.000
C -3.3070 4.8223 -5.3601 0.2 -0.4 0.2 0.000
H -3.4029 5.6671 -4.6824 0.1 0.2 -0.3 0.000
H -3.0947 4.3410 -2.6921 0.3 -0.6 0.1 0.000
C 2.1921 2.3799 -1.2758 -0.1 0.3 -1.0 -0.014
C 1.9021 1.7001 -0.0026 0.0 -0.7 0.4 -0.569
H 3.1951 2.8335 -1.3262 -0.2 -0.1 0.1 -0.015
H 1.4357 3.1540 -1.4918 0.3 -0.2 0.2 -0.005
H 2.0975 1.6517 -2.0984 0.1 0.3 0.2 -0.002
C 2.6609 1.6069 1.0839 0.0 -0.2 0.2 0.152
C 4.0700 2.1280 1.2838 0.0 0.4 -0.3 -0.044
H 2.3091 1.0684 1.9608 -0.3 -0.1 -0.2 -0.035
H 4.4014 2.7356 0.4321 0.0 -0.2 0.2 0.004
H 4.7890 1.3042 1.4248 -0.2 0.2 -0.1 0.005
H 4.1333 2.7564 2.1829 0.0 -0.1 -0.1 0.004
Mn 0.1098 0.4369 -0.1347 1.0 -0.4 1.1 4.411
Cl 0.9342 -0.6190 -1.8892 0.5 -0.6 -0.9 0.039
Cl -1.1802 2.1885 -0.6131 -0.4 1.1 0.3 0.089
C 2.6722 -1.8313 0.8332 -1.8 0.9 0.4 -0.008
O 1.5898 -1.4141 1.2827 1.8 -0.6 -0.7 0.006
N 3.4836 -2.6690 1.5135 0.3 -0.2 0.2 0.007
C 3.0921 -3.1516 2.8272 0.1 -0.1 0.0 -0.005
C 4.8215 -3.0126 1.0589 -0.3 0.1 -0.2 -0.001
H 3.0150 -1.5338 -0.1796 0.0 -0.1 0.4 0.001
H 2.1183 -2.7456 3.1009 0.1 0.0 -0.2 0.000
H 3.8406 -2.8510 3.5691 -0.1 0.0 0.0 -0.001
H 3.0359 -4.2462 2.8269 -0.1 0.1 0.0 0.001
H 4.9898 -2.5574 0.0782 0.0 -0.1 0.2 0.000
H 4.9554 -4.0973 0.9753 -0.2 0.1 0.0 0.000
H 5.5887 -2.6544 1.7572 -0.2 0.1 0.0 0.000
H -0.8801 1.0628 5.3702 0.1 0.0 0.0 0.000
H -3.3537 1.3270 4.6631 0.0 0.0 -0.1 0.000
C -0.5999 1.6644 4.5017 -0.2 0.1 0.1 0.003
C -2.9776 1.9180 3.8236 0.2 -0.2 -0.2 -0.001
N -1.6250 1.5156 3.4787 -0.1 0.3 0.5 0.002
H 0.3757 1.3476 4.1317 -0.3 0.0 -0.1 -0.002
C -1.3137 1.1756 2.2354 1.9 -0.7 -1.3 -0.013
O -0.1296 0.9360 1.8713 -1.9 0.4 1.5 -0.045
H -3.6048 1.7546 2.9432 0.0 0.1 0.2 0.000
H -2.1323 1.0978 1.4969 0.2 0.1 0.5 0.014
H -0.5554 2.7118 4.8174 0.1 0.0 0.0 0.000
H -3.0084 2.9760 4.1049 0.0 -0.1 -0.1 0.000
N -1.1986 -1.2821 0.4036 -0.1 0.2 -0.1 0.190
C -1.1944 -2.4180 0.6851 0.2 -0.8 0.0 -0.001
C -1.0905 -3.7919 0.9911 -0.3 2.3 -0.6 0.200
C 0.1080 -4.4711 0.7255 1.9 -1.6 0.0 0.179
C 0.2946 -5.7941 1.1434 0.0 1.4 -0.6 -0.117
C -0.7788 -6.4902 1.7302 0.3 -1.1 0.4 0.392
C -2.0118 -5.8453 1.8970 -0.6 1.2 -0.1 -0.137
C -2.1629 -4.5011 1.5476 -1.2 -1.7 0.9 0.223
H 0.8904 -3.9338 0.1839 -0.1 -0.2 0.3 0.027
H 1.2757 -6.2714 1.0085 -0.5 0.2 -0.1 -0.006
H -0.6585 -7.5324 2.0549 0.0 0.5 -0.2 0.045
H -2.8608 -6.3980 2.3172 0.3 0.3 -0.1 -0.006
H -3.1035 -3.9755 1.6895 0.0 -0.2 0.1 0.033
```
Positions in Å, forces in eV/Å.

Electronic energy: -3395.119159 hartree
ΔE to the lowest compared entry with this formula, charge and spin: 0.0 kcal per mole
Spin multiplicity: 6
Total charge: -1
Expectation value of S²: 9.148
E_HOMO (spin up / spin down): -0.0274 / -0.1793 hartree

[2]
ORCA calculation (ωB97M-V with the def2-TZVPD basis set) on 9 unconnected molecules or ions with the total composition C24H32Cl32F4NO11P2S at a distorted geometry.

```
107
Properties=species:S:1:pos:R:3:forces:R:3:mulliken_charge:R:1
C 7.9859 1.4818 1.0671 0.2 0.0 -0.1 -1.180
C 7.7024 -0.0031 0.9097 0.0 0.2 -0.1 -0.202
O 6.7373 -0.1999 -0.1136 0.0 0.0 0.0 -0.384
C 5.9334 -1.3491 0.0913 -0.1 0.2 0.1 -0.807
C 4.7745 -1.0430 1.0456 0.0 0.1 0.1 0.202
O 4.5067 -2.1576 1.8789 0.0 -0.2 0.0 -0.484
C 3.1584 -2.5799 1.8577 -0.4 0.1 -0.2 0.643
C 2.2000 -1.6068 2.5517 -0.1 0.1 0.1 -0.573
O 0.9722 -1.5638 1.8499 0.1 0.0 -0.2 0.072
C 0.4514 -0.2547 1.6800 0.1 -0.4 -0.1 -2.189
C -0.8509 -0.2953 0.8443 -0.6 0.2 1.4 2.739
C -1.3469 -1.7150 0.5663 0.1 -0.2 -0.8 -1.129
C -0.5687 -2.6122 -0.4152 0.2 0.0 0.4 0.571
C 0.5866 -2.0062 -1.1857 0.0 -0.2 -0.4 -1.062
F -1.4798 -3.1682 -1.3382 0.1 0.0 0.1 -0.471
O -0.8026 0.5986 -0.2313 0.1 -0.6 -0.2 -0.696
P -2.2468 1.5603 -0.5347 -0.3 1.2 0.1 0.723
C -1.6071 3.1038 0.3937 0.0 -0.2 0.2 -0.422
C -1.9865 4.3915 -0.3379 0.1 0.0 0.2 -0.304
C -0.9467 5.0341 -1.2323 -0.4 0.7 -0.2 0.130
N 0.0344 4.2077 -1.8765 0.2 0.3 0.1 -0.422
O -0.9841 6.2252 -1.4596 0.1 -0.7 0.0 -0.578
P -3.1584 0.1468 -2.0456 -0.6 0.8 -0.6 0.848
O -3.8397 0.9720 -3.0831 0.3 0.1 0.3 -0.847
O -4.2082 -0.9439 -1.4650 0.7 -0.6 0.0 -0.457
O -1.9831 -0.7279 -2.7629 -0.2 -0.4 0.3 -0.459
O -2.9559 0.8729 0.9259 0.1 -0.9 0.1 -0.388
C -1.9543 0.3904 1.7302 0.1 1.3 -0.3 -1.690
S -2.5905 -0.5223 3.1460 -0.9 -1.2 0.0 1.561
O -3.8628 -1.1423 2.8865 0.4 0.5 0.0 -0.675
O -1.5627 -1.3152 3.7721 0.1 0.5 -0.1 -0.655
C -2.9434 0.8674 4.3507 0.2 0.1 -0.1 0.579
F -3.9419 0.5254 5.1494 -0.1 -0.1 0.1 -0.200
F -1.8582 1.1023 5.0899 0.1 0.0 0.1 -0.231
F -3.2558 1.9940 3.7182 -0.2 0.1 -0.1 -0.186
H 8.4021 1.6866 2.0540 0.0 0.0 0.0 0.352
H 7.0785 2.0693 0.9327 -0.1 -0.1 0.1 0.298
H 8.7067 1.8186 0.3206 -0.1 0.0 0.0 0.298
H 7.3550 -0.4242 1.8594 -0.1 0.0 -0.1 0.288
H 8.6225 -0.5205 0.6140 0.0 -0.1 0.2 0.362
H 5.5472 -1.6242 -0.8909 0.1 -0.1 0.0 0.326
H 6.5135 -2.1767 0.5099 0.0 0.0 -0.1 0.311
H 5.0400 -0.1798 1.6650 0.1 0.0 0.0 0.306
H 3.8902 -0.7531 0.4689 -0.1 -0.1 0.1 0.005
H 2.8146 -2.7088 0.8239 0.0 0.1 0.0 0.306
H 3.0801 -3.5522 2.3420 0.4 0.2 -0.1 -0.726
H 2.6382 -0.6041 2.5990 0.1 -0.1 -0.1 0.508
H 2.0178 -1.9347 3.5814 0.0 0.1 0.0 0.103
H 1.1761 0.3976 1.1784 0.0 0.0 -0.1 0.509
H 0.2523 0.1452 2.6798 0.0 0.2 -0.1 0.628
H -2.3703 -1.6391 0.1943 0.0 0.1 -0.1 0.495
H -1.4045 -2.2544 1.5103 0.0 0.1 0.1 0.207
H -0.1889 -3.4688 0.1503 0.0 0.0 0.0 0.413
H 0.2316 -1.3752 -1.9970 0.0 0.0 0.2 0.052
H 1.2484 -1.4344 -0.5424 -0.1 0.0 0.1 -0.040
H 1.1759 -2.8118 -1.6335 0.0 0.0 0.0 0.455
H -1.6338 2.0621 -1.7435 -0.1 -0.2 0.0 -0.543
H -3.4915 2.2403 -0.7254 0.1 0.0 -0.2 0.154
H -0.5297 3.0669 0.5758 0.0 -0.1 0.0 -0.075
H -2.0970 3.1323 1.3716 0.1 0.0 0.0 0.299
H -2.8443 4.2028 -1.0019 0.0 -0.1 0.0 0.328
H -2.3159 5.1575 0.3657 0.0 0.1 -0.1 0.355
H 0.4137 3.5370 -1.2166 -0.3 -0.3 -0.1 0.358
H -0.4403 3.6665 -2.5945 0.1 0.0 -0.1 0.128
H -4.0649 -1.8140 -1.8608 0.0 0.0 0.0 0.326
H -1.2236 -0.1402 -2.8566 0.1 -0.1 0.0 0.240
H -1.4972 1.2767 2.2114 0.4 -0.4 0.3 0.746
C -4.1382 -4.7300 2.1237 0.0 0.1 0.0 0.109
Cl -4.2290 -3.6415 0.7487 -0.1 -0.1 0.0 0.036
Cl -5.3480 -4.2732 3.3280 0.1 -0.1 -0.2 0.001
Cl -4.4429 -6.3951 1.5932 0.0 0.0 0.0 -0.133
Cl -2.5281 -4.6324 2.8473 0.0 0.0 0.0 -0.031
C 3.3853 -5.9115 4.9723 0.0 0.1 0.0 0.339
Cl 4.9996 -6.6106 4.8085 0.0 0.0 0.0 -0.110
Cl 2.3879 -6.9500 5.9956 0.1 0.0 0.0 -0.078
Cl 3.5051 -4.3080 5.6972 0.1 0.0 0.0 -0.087
Cl 2.6344 -5.7624 3.3842 -0.1 -0.3 0.0 -0.108
C 0.6226 -4.4074 8.7516 0.0 0.0 -0.1 0.270
Cl -0.3915 -3.5955 9.9493 0.0 0.0 0.0 -0.115
Cl 0.3712 -3.6731 7.1708 -0.1 0.0 0.0 0.033
Cl 2.3199 -4.2517 9.2218 0.0 0.0 0.0 -0.091
Cl 0.1923 -6.1204 8.6870 -0.1 0.0 0.0 -0.093
C -0.5109 2.7034 -6.0582 0.0 0.0 0.1 0.321
Cl -1.4994 2.0918 -4.7436 -0.2 0.0 0.0 -0.001
Cl -0.9758 4.3656 -6.4344 0.0 0.0 0.0 -0.118
Cl 1.1988 2.6612 -5.6037 0.0 0.0 0.0 -0.126
Cl -0.7505 1.6967 -7.4994 0.2 -0.2 0.2 -0.134
C -8.9210 -4.3583 5.4693 0.0 0.0 0.0 0.355
Cl -10.0732 -3.3348 6.3355 0.0 0.0 0.0 -0.106
Cl -9.3984 -4.4822 3.7762 0.0 0.0 0.0 -0.095
Cl -7.3095 -3.6527 5.5732 -0.2 0.1 0.2 -0.065
Cl -8.9071 -5.9696 6.1976 0.0 0.0 0.0 -0.108
C -3.0309 3.6097 -11.2227 0.0 -0.1 0.0 0.271
Cl -1.9107 4.8257 -11.8448 0.0 0.1 0.0 -0.052
Cl -4.5108 4.3972 -10.6701 0.0 0.0 0.0 -0.102
Cl -3.4212 2.4634 -12.5148 0.0 0.0 0.0 -0.116
Cl -2.2738 2.7579 -9.8771 -0.2 0.2 -0.2 0.001
C 1.8562 6.0379 2.2738 0.0 -0.1 0.0 0.320
Cl 1.7387 7.7979 2.1867 0.0 0.0 0.0 -0.112
Cl 1.2731 5.3335 0.7737 0.2 0.1 0.1 0.015
Cl 3.5464 5.5766 2.5345 0.0 0.0 0.0 -0.115
Cl 0.8774 5.4494 3.6245 0.0 0.0 0.0 -0.109
C 1.4649 4.3151 -13.9297 0.0 0.0 0.0 0.318
Cl 0.1970 3.3752 -14.7218 0.0 0.0 0.0 -0.073
Cl 1.0928 6.0376 -14.0737 0.0 0.0 0.0 -0.093
Cl 1.5471 3.8753 -12.2269 0.1 0.0 0.0 -0.050
Cl 3.0171 3.9828 -14.7074 0.0 0.0 0.0 -0.115
```
Positions in Å, forces in eV/Å.

Electronic energy: -18022.574089 hartree
Total charge: -1
E_HOMO: -0.2098 hartree

[3]
ORCA calculation (ωB97M-V with the def2-TZVPD basis set) on a molecular structure, C24H32CoIN5OS2Si.

```
67
Properties=species:S:1:pos:R:3:forces:R:3:mulliken_spin:R:1
Co 0.3791 0.9092 -0.3752 0.4 0.8 0.5 -0.066
S 1.9252 1.9090 0.8806 0.2 0.0 -0.2 0.008
C 0.6845 2.5544 1.8716 0.0 0.2 0.2 -0.003
S -0.8491 2.1901 1.1967 0.2 -0.7 -0.6 0.023
C 0.9096 3.2359 3.0373 -0.1 0.1 0.2 -0.002
C 2.2402 3.4313 3.5187 -0.1 0.0 0.0 -0.001
N 3.3135 3.5728 3.9115 0.0 0.0 0.0 0.001
C -0.1783 3.7274 3.8218 0.1 0.0 0.0 -0.001
N -1.0567 4.1210 4.4542 0.0 0.0 0.0 0.001
I 2.0676 0.1992 -5.8997 0.0 0.0 0.0 0.000
C 2.6098 0.1509 -3.8911 0.0 -0.1 -0.1 0.000
C 3.9363 0.2561 -3.5035 0.0 0.0 0.1 0.000
C 4.2280 0.2062 -2.1500 0.0 -0.1 0.0 0.001
C 3.1888 0.1066 -1.2419 0.0 -0.2 0.0 -0.001
N 1.9105 0.0361 -1.6201 -0.3 0.7 0.1 0.005
C 1.6282 0.0288 -2.9244 -0.1 -0.2 0.0 -0.001
H 4.7226 0.3676 -4.2377 0.0 0.0 0.0 0.000
H 5.2494 0.2525 -1.7998 0.0 0.0 0.0 0.000
H 3.3770 0.0827 -0.1763 0.0 0.1 0.0 -0.001
H 0.5851 -0.0847 -3.1923 0.0 0.1 0.0 -0.003
O -0.7245 -0.5818 -0.7187 -0.2 -0.3 0.3 0.348
N -0.0409 -0.6779 0.3856 -0.6 -0.3 -0.2 0.658
C -1.4382 5.0887 -4.7014 0.0 -0.1 0.0 0.000
C -0.9725 4.1014 -3.6715 0.0 0.0 0.0 0.001
C -1.8689 3.3237 -2.9469 0.0 0.0 0.0 0.000
C -1.3984 2.4208 -2.0146 0.0 0.0 -0.1 0.002
N -0.0958 2.2551 -1.7649 0.1 0.1 -0.2 0.000
C 0.7727 2.9985 -2.4549 0.1 0.1 0.1 0.001
C 0.3802 3.9192 -3.4042 0.0 0.0 0.0 0.000
H -2.4941 5.3207 -4.5764 0.0 0.0 0.0 0.000
H -1.2961 4.6762 -5.7024 0.0 0.0 0.0 0.000
H -0.8642 6.0128 -4.6409 0.0 0.0 0.0 0.000
H -2.9361 3.4266 -3.0916 0.0 0.0 0.0 0.000
H -2.0812 1.8115 -1.4373 0.0 0.0 0.0 -0.004
H 1.8196 2.8584 -2.2134 0.0 0.0 0.0 0.000
H 1.1297 4.5030 -3.9227 0.0 0.0 0.0 0.000
C -0.2644 -0.7731 3.3044 0.0 0.1 0.0 0.019
Si -0.6170 -1.7257 1.7508 0.2 0.0 0.0 -0.040
C -2.4724 -2.0217 1.5306 -0.1 0.0 -0.2 0.007
C -3.1746 -0.6727 1.3088 0.1 0.0 0.0 0.010
C -2.7770 -2.9351 0.3354 0.0 0.0 0.1 -0.005
C -3.0277 -2.6564 2.8150 0.1 0.0 0.0 0.000
C 0.5627 -3.2018 1.5842 -0.1 -0.2 0.0 0.038
C 0.6230 -3.7107 0.1370 0.0 0.1 0.0 0.010
C 0.1469 -4.3540 2.5082 0.0 0.1 0.0 0.001
C 1.9628 -2.7102 1.9830 -0.1 0.0 0.0 -0.017
H -0.2818 -1.4308 4.1777 0.0 0.0 0.0 0.001
H -0.9985 0.0192 3.4571 0.0 0.0 0.0 0.001
H 0.7214 -0.3047 3.2527 0.0 0.0 0.0 0.000
H -2.8376 -0.2024 0.3846 0.0 0.0 0.0 -0.004
H -2.9897 0.0251 2.1281 0.0 0.0 0.0 0.000
H -4.2557 -0.8302 1.2339 0.0 0.0 0.0 0.000
H -2.3148 -2.5624 -0.5800 0.0 0.0 0.0 0.003
H -3.8590 -2.9795 0.1716 0.0 0.0 0.0 0.000
H -2.4289 -3.9554 0.5100 0.0 0.0 0.0 0.000
H -2.9141 -1.9865 3.6706 0.0 0.0 0.0 0.000
H -2.5304 -3.5969 3.0600 0.0 0.0 0.0 0.000
H -4.0949 -2.8664 2.6935 0.0 0.0 0.0 -0.001
H -0.3366 -4.1022 -0.2011 0.0 0.0 0.0 0.001
H 1.3587 -4.5187 0.0628 0.0 0.0 0.0 0.000
H 0.9241 -2.9174 -0.5514 0.0 0.0 0.0 0.001
H -0.8237 -4.7654 2.2233 0.0 0.0 0.0 0.000
H 0.0843 -4.0319 3.5513 0.0 0.0 0.0 0.000
H 0.8814 -5.1644 2.4535 0.0 0.0 0.0 0.001
H 2.2489 -1.8166 1.4196 0.0 0.0 0.0 0.006
H 2.7021 -3.4905 1.7745 0.0 0.0 0.0 -0.001
H 2.0196 -2.4703 3.0462 0.0 0.0 0.0 0.001
```
Positions in Å, forces in eV/Å.

Electronic energy: -4049.072027 hartree
Spin multiplicity: 2
Expectation value of S²: 0.765
E_HOMO (spin up / spin down): -0.2832 / -0.2834 hartree

[4]
ORCA calculation (ωB97M-V with the def2-TZVPD basis set) on a molecular structure, C24H32FeNO6 at a distorted geometry.

```
64
Properties=species:S:1:pos:R:3:forces:R:3:mulliken_spin:R:1
Fe -0.4528 -1.4523 -0.3889 -0.3 1.6 2.3 1.009
C 6.1159 -1.2342 1.4799 0.1 0.0 0.0 0.000
O 5.4726 -0.2701 2.3013 0.1 -0.1 -0.1 0.000
C 4.1438 -0.1635 2.1848 -0.2 0.1 0.1 0.000
C 3.5456 0.8426 2.9802 0.0 0.0 0.1 -0.001
C 2.2071 1.0400 2.8843 -0.1 0.0 0.0 0.001
C 1.3782 0.2797 2.0108 0.1 -0.1 -0.1 0.001
C -0.0028 0.5947 1.8419 0.2 0.6 0.3 0.003
C -0.6125 1.8409 2.4346 -0.1 -0.1 0.1 -0.006
O -0.8068 -0.1118 1.1950 -0.2 -0.1 -1.4 -0.033
C 1.9823 -0.7668 1.2479 0.3 0.9 0.4 -0.002
O 1.3390 -1.5392 0.4374 0.1 -0.2 -1.9 -0.024
C 3.3817 -0.9554 1.3625 -0.3 -0.5 -0.3 -0.006
H 7.1776 -1.1209 1.6584 0.1 0.0 0.0 0.000
H 5.9026 -1.0584 0.4260 0.0 0.1 0.0 0.000
H 5.8109 -2.2458 1.7451 -0.1 -0.1 0.1 0.000
H 4.1646 1.4301 3.6484 0.0 -0.1 -0.1 0.000
H 1.7626 1.7956 3.5170 0.0 0.0 -0.1 0.000
H 0.1052 2.5768 2.7833 0.0 -0.1 0.0 0.000
H -1.2661 1.5537 3.2635 0.0 0.0 0.0 0.000
H -1.2427 2.2895 1.6637 0.0 0.0 0.0 0.001
H 3.8065 -1.7541 0.7645 -0.1 0.2 0.0 0.000
N -0.6593 -2.5206 1.2066 -0.8 -1.3 1.1 -0.040
C -1.0947 -3.9300 1.3322 0.0 -0.2 -0.5 0.001
C -2.3301 -4.1958 0.4819 -0.2 0.1 0.1 -0.003
C -1.9000 -4.0791 -0.9567 0.1 -0.8 0.3 0.004
O -1.9527 -5.0174 -1.7299 0.1 1.1 0.2 0.003
O -1.3887 -2.8977 -1.1846 0.8 1.4 -1.8 0.070
H 0.2667 -2.3836 1.5978 -0.2 -0.3 0.3 0.005
H -1.2957 -1.9010 1.6951 -0.2 -0.2 0.3 -0.001
H -1.2963 -4.2042 2.3667 0.1 0.3 0.2 -0.001
H -0.2752 -4.5588 0.9813 0.0 0.0 0.0 0.000
H -3.0977 -3.4406 0.6915 0.0 -0.1 0.1 0.000
H -2.7361 -5.1845 0.6679 0.0 -0.1 0.1 0.001
C 1.2283 1.5825 -3.5352 0.1 0.2 0.1 0.000
C 1.2339 2.2538 -2.1495 -0.2 -0.6 0.1 0.001
C 2.1561 1.4912 -1.1870 0.0 0.2 -0.1 0.000
C -0.1778 2.4246 -1.6147 -0.7 -1.1 0.0 0.003
C -0.6216 3.6836 -1.2872 -0.8 0.4 0.2 -0.005
C -1.9502 3.9191 -0.9114 0.0 0.0 0.0 0.004
C -2.8860 2.8816 -0.9467 0.4 0.8 0.0 -0.003
C -2.5236 1.5906 -1.2629 1.3 -0.4 -0.2 -0.002
C -3.6201 0.5324 -1.3299 0.6 -0.3 0.0 0.003
C -3.6973 -0.3129 -0.0446 -0.4 0.3 -0.2 0.006
C -3.5470 -0.3751 -2.5729 -0.2 0.3 0.1 -0.001
C -1.1127 1.3193 -1.4907 -1.4 3.1 0.8 0.004
O -0.6942 0.1253 -1.5611 1.5 -4.6 -0.5 0.006
H 2.2489 1.5248 -3.9241 0.0 0.0 0.0 0.000
H 0.6204 2.1489 -4.2476 0.1 -0.1 0.1 0.000
H 0.8288 0.5702 -3.4709 0.0 0.0 0.0 0.000
H 1.6380 3.2599 -2.2688 0.0 0.1 0.0 0.000
H 1.8298 0.4593 -1.0836 0.0 -0.1 0.0 0.002
H 2.1714 1.9537 -0.1948 0.0 0.0 -0.1 0.000
H 3.1788 1.4882 -1.5763 0.0 0.0 0.0 0.000
H 0.0787 4.5129 -1.3341 -0.1 0.0 0.0 0.000
H -2.2636 4.9211 -0.6363 0.0 -0.1 -0.1 0.000
H -3.9278 3.0929 -0.7281 0.0 0.0 0.0 0.000
H -4.5513 1.0966 -1.3984 -0.1 0.0 0.0 0.000
H -2.8677 -1.0090 0.0135 0.1 -0.2 0.0 -0.002
H -4.6235 -0.8945 -0.0451 0.0 0.0 0.0 0.000
H -3.6744 0.3147 0.8504 0.0 0.0 -0.1 0.000
H -2.7024 -1.0543 -2.5292 0.1 0.0 0.0 0.001
H -3.4695 0.2205 -3.4886 0.0 -0.1 0.1 0.000
H -4.4554 -0.9797 -2.6357 0.0 0.0 0.0 0.000
```
Positions in Å, forces in eV/Å.

Electronic energy: -2703.593192 hartree
Spin multiplicity: 2
Expectation value of S²: 0.790
E_HOMO (spin up / spin down): -0.2608 / -0.2613 hartree

Which of these has the lowest electronic energy? C24H32Cl32F4NO11P2S

Which of these has the lowest electronic energy? C24H32Cl32F4NO11P2S